A 2-piece molecular cluster, C3H5NOS overall, computed with wB97M-V/def2-TZVPD.

## Properties
SMILES string = CC#[N+][S-].C=O
Kohn-Sham gap = 8.9072 eV
Total charge = 0
ΔE to the lowest compared entry with this formula, charge and spin = 72.13 kcal per mole

XYZ file:
```
11
Properties=species:S:1:pos:R:3:forces:R:3:mulliken_charge:R:1
C -0.01204 -1.02559 0.07953 -4.61 -0.37 1.10 0.597
C -1.84339 1.72242 -0.27664 -0.90 0.24 -0.13 -0.266
C 1.38596 -0.86929 0.23810 1.86 -0.12 1.22 -0.934
N -1.18599 -1.11099 0.24400 6.73 0.09 -1.04 -0.102
O -0.68604 1.55072 -0.53247 1.10 0.08 0.33 -0.439
S -2.71334 -1.07524 0.15532 -3.50 -0.09 0.20 -0.273
H -2.55553 1.46532 -1.10064 -0.28 0.52 0.90 0.334
H -2.17769 2.15473 0.73575 0.10 -0.60 -1.24 0.267
H 1.72373 -1.23098 1.28015 -0.55 0.57 -1.53 0.255
H 1.63488 0.20476 0.12859 -0.01 -0.58 0.01 0.284
H 1.91548 -1.46824 -0.51309 0.05 0.26 0.17 0.277
```
Positions in Å, forces in eV/Å.